ORCA calculation (ωB97M-V/def2-TZVPD) on a structure of composition C34H59BrNP3Pb in a non-equilibrium geometry.

The HOMO energy is -12.567 eV. The calculation puts the total energy at -140845.2343 eV. The LUMO energy comes out at -6.69 eV.

ORCA input file:
```
! RIJCOSX wB97M-V def2-TZVPD def2/J DEFGRID3
* xyz 2 1
C -8.08418 -1.52519 -0.43323
C -7.32955 -0.38098 -0.78326
C -8.00804 0.67312 -1.41117
C -9.36675 0.52378 -1.73137
N -10.05354 -0.57418 -1.41921
C -9.44011 -1.57484 -0.79563
C -5.90407 -0.28630 -0.57484
C -4.69085 -0.36190 -0.45448
C -3.29539 -0.60348 -0.53426
C -2.50463 -0.80471 0.60825
C -1.10405 -0.86631 0.48658
C -0.56159 -0.66622 -0.78803
C -1.33115 -0.66082 -1.96475
C -2.71989 -0.58954 -1.81940
Pb 0.42742 1.39329 -0.83085
P 0.77391 1.99241 1.89619
H -7.48702 1.58999 -1.67077
H -7.63652 -2.36318 0.08676
H -9.89482 1.32015 -2.25314
H -10.04155 -2.45859 -0.57108
H -3.36021 -0.49915 -2.69826
H -2.97895 -0.88790 1.58352
H -0.88920 -0.63680 -2.95738
H -0.49780 -0.99674 1.38912
C 2.53456 2.37948 2.26980
C 2.84197 3.65787 3.05779
H 3.05875 2.41604 1.29978
H 2.95440 1.51467 2.81141
H 3.91419 3.70508 3.25625
H 2.58575 4.56534 2.49529
H 2.33511 3.68950 4.03153
C -0.25566 3.51107 2.11528
C -1.57778 3.30902 2.87597
H -0.50343 3.89349 1.11167
H 0.37326 4.27199 2.59614
H -2.27761 4.08709 2.53597
H -2.04071 2.33421 2.65384
H -1.47446 3.41754 3.96199
C 0.36808 0.88185 3.30994
C 0.73230 1.42204 4.69388
H 0.90303 -0.06666 3.12942
H -0.70515 0.65047 3.25397
H 0.29692 0.76476 5.45550
H 1.81833 1.41928 4.85545
H 0.35523 2.43604 4.88692
Br 2.83353 -1.06771 0.34659
P 0.84576 4.03339 -3.39851
C 0.90355 4.60195 -1.64842
C 1.70990 5.89718 -1.49307
H 1.34648 3.84120 -0.98126
H -0.13804 4.77263 -1.32954
H 1.53101 6.33465 -0.50139
H 2.78450 5.70401 -1.60070
H 1.42429 6.63600 -2.25245
C 1.98786 2.60763 -3.57255
C 2.69858 2.70874 -4.93407
H 1.43913 1.65194 -3.53606
H 2.71278 2.61842 -2.74430
H 3.55555 2.02509 -4.96638
H 1.99831 2.45360 -5.74095
H 3.06368 3.72911 -5.12824
C -0.80829 3.23906 -3.52043
C -1.83172 4.26494 -4.01913
H -1.11872 2.81052 -2.55196
H -0.72303 2.40910 -4.23876
H -2.75793 3.76813 -4.32381
H -2.06843 4.99841 -3.24046
H -1.44395 4.82112 -4.87955
C 5.10969 -3.51915 1.70369
C 4.23659 -4.13092 0.59816
C 4.18266 -5.66201 0.72529
P 2.58840 -3.38826 0.45315
C 1.90766 -3.69545 -1.23243
C 2.53283 -4.83130 -2.06095
C 0.38701 -3.76567 -1.21709
C 1.53821 -3.59203 1.94458
C 1.06731 -5.02697 2.24157
C 2.19605 -2.98845 3.20717
H 4.76192 -3.79392 2.70786
H 5.15648 -2.42895 1.62764
H 6.13524 -3.89949 1.58607
H 4.72303 -3.89571 -0.36508
H 3.72900 -5.97889 1.67640
H 3.63671 -6.13687 -0.09517
H 5.21282 -6.05033 0.69882
H 2.18843 -2.75318 -1.72931
H 2.29311 -5.82285 -1.64916
H 2.10014 -4.78385 -3.07089
H 3.62299 -4.73953 -2.16899
H -0.03120 -2.88287 -0.73104
H 0.03096 -3.76702 -2.25809
H 0.01809 -4.66716 -0.70957
H 0.64284 -2.98971 1.70936
H 1.86891 -5.64002 2.67889
H 0.26053 -4.96714 2.99117
H 0.66817 -5.54537 1.35819
H 2.64803 -2.00579 3.01855
H 1.42256 -2.85916 3.98240
H 2.96149 -3.66714 3.61707
*
```

---

ORCA calculation (ωB97M-V/def2-TZVPD) on a cluster of 11 separate species, C9H42N4O11 in total in a non-equilibrium geometry.

The structure (SMILES) is COC[C@H](C)N.COC[C@H](C)N.NC(N)=O.O.O.O.O.O.O.O.O. The HOMO energy is -9.008 eV. The calculation puts the total energy at -38497.2922 eV. The LUMO energy comes out at -0.05 eV.

ORCA input file:
```
! RIJCOSX wB97M-V def2-TZVPD def2/J DEFGRID3
* xyz 0 1
C -2.12296 2.87032 2.31915
O -1.67119 1.64291 2.84773
C -2.40967 0.57305 2.24230
C -2.03069 -0.83531 2.65228
C -0.63216 -1.24189 2.24064
N -3.07333 -1.75568 2.16605
H -3.21108 3.00072 2.31249
H -1.83582 2.98472 1.26845
H -1.67704 3.65836 2.91865
H -3.43868 0.80280 2.55510
H -2.37841 0.75398 1.16141
H -2.11349 -0.84234 3.74891
H -0.46897 -1.00425 1.19112
H -0.49439 -2.30903 2.44184
H 0.06084 -0.81293 2.96352
H -3.93700 -1.53186 2.65426
H -2.86413 -2.69644 2.48486
C 2.30566 2.01006 4.83725
O 2.08351 2.64541 3.60511
C 1.88990 1.75509 2.52228
C 1.57682 2.50392 1.24504
C 1.38026 1.63396 0.04205
N 2.63558 3.53073 1.03978
H 1.93837 0.97958 4.84352
H 1.78984 2.54124 5.63572
H 3.37482 1.98832 5.06276
H 2.82163 1.18780 2.38571
H 1.08550 1.06492 2.78667
H 0.68141 3.09025 1.48856
H 0.83503 0.69198 0.09708
H 2.35415 1.24816 -0.30483
H 1.09458 2.12276 -0.89360
H 2.40709 4.14103 0.26669
H 2.63606 4.05726 1.90619
N -3.39949 1.61854 -1.13867
C -2.40505 1.99946 -2.00571
N -1.41136 1.06837 -2.05483
O -2.43471 2.99281 -2.72048
H -4.21690 2.20048 -1.08436
H -3.41469 0.74516 -0.65472
H -1.47508 0.29653 -1.42343
H -0.74997 1.16027 -2.80625
O 2.56325 -1.37039 -4.99493
H 2.41715 -2.27511 -4.68252
H 1.78029 -0.88910 -4.69153
O -2.39597 -1.44625 -3.87768
H -3.31428 -1.72175 -3.77860
H -2.03366 -1.47551 -2.98483
O -0.65537 -3.67087 -0.98052
H -0.55301 -2.70263 -1.10193
H -0.62732 -4.04057 -1.86971
O 1.67104 -4.23717 -4.27848
H 2.17706 -3.92031 -3.50774
H 0.83317 -3.76006 -4.23798
O 0.42596 -1.25279 -1.56043
H 1.12754 -1.91183 -1.69328
H 0.63506 -0.54681 -2.19151
O 1.63615 -3.83153 1.04130
H 1.61737 -4.78179 0.88759
H 0.86531 -3.49992 0.56239
O 3.02904 -2.66879 -2.23133
H 3.74208 -2.12540 -2.59586
H 3.43629 -3.17186 -1.51124
O 0.75009 0.60810 -3.96882
H 0.79812 0.66504 -4.93426
H 0.98989 1.49609 -3.66441
*
```

---

ORCA calculation (ωB97M-V/def2-TZVPD) on the molecule C20H24ClN3O2.

The structure (SMILES) is COc1ccc(Cl)cc1NC(=O)N1CCN(CCc2ccccc2)CC1. The HOMO energy is -8.098 eV. The calculation puts the total energy at -42217.7616 eV. The LUMO energy comes out at 0.73 eV.

ORCA input file:
```
! RIJCOSX wB97M-V def2-TZVPD def2/J DEFGRID3
* xyz 0 1
C -3.36741 -2.95995 0.34608
O -3.18785 -1.56529 0.35463
C -4.28649 -0.77078 0.26915
C -5.59485 -1.20956 0.41457
C -6.65419 -0.31473 0.41429
C -6.40239 1.03480 0.26965
Cl -7.70934 2.16707 0.30097
C -5.10910 1.49696 0.08606
C -4.05030 0.60382 0.06452
N -2.73895 1.05285 -0.11002
C -1.89966 0.45946 -1.05706
O -2.30079 -0.31774 -1.89372
N -0.60577 0.90303 -1.00215
C 0.03577 1.35320 0.21420
C 0.71562 0.17157 0.91423
N 1.69098 -0.41239 0.01756
C 2.55466 -1.39705 0.63880
C 3.93943 -1.41091 -0.02893
C 4.57738 -0.05848 0.09818
C 4.32494 0.92961 -0.84415
C 4.86469 2.19502 -0.70054
C 5.66708 2.48933 0.38860
C 5.92575 1.51067 1.33263
C 5.38105 0.24687 1.18846
C 1.03310 -0.90094 -1.17966
C 0.34604 0.26401 -1.89048
H -3.92794 -3.28383 -0.53518
H -2.36568 -3.38560 0.30908
H -3.87321 -3.30756 1.25384
H -5.80732 -2.25770 0.54850
H -7.66408 -0.67120 0.53672
H -4.92523 2.55187 -0.05045
H -2.59611 2.03736 0.06028
H -0.68355 1.81159 0.89071
H 0.79776 2.08969 -0.05937
H 1.22920 0.53058 1.80890
H -0.06251 -0.55474 1.21523
H 2.68605 -1.12342 1.68865
H 2.11595 -2.40877 0.60434
H 4.55187 -2.16929 0.46198
H 3.83763 -1.67944 -1.08085
H 3.70108 0.70201 -1.69509
H 4.66155 2.95503 -1.44152
H 6.09121 3.47651 0.50039
H 6.55321 1.73273 2.18375
H 5.58566 -0.51334 1.92985
H 1.77626 -1.34544 -1.84293
H 0.27318 -1.66739 -0.94165
H -0.19307 -0.09154 -2.76867
H 1.08866 1.01142 -2.18239
*
```

---

What did the third record say?
ORCA calculation (ωB97M-V/def2-TZVPD) on the molecule C20H24ClN3O2.

The structure (SMILES) is COc1ccc(Cl)cc1NC(=O)N1CCN(CCc2ccccc2)CC1. The HOMO energy is -8.098 eV. The calculation puts the total energy at -42217.7616 eV. The LUMO energy comes out at 0.73 eV.

ORCA input file:
```
! RIJCOSX wB97M-V def2-TZVPD def2/J DEFGRID3
* xyz 0 1
C -3.36741 -2.95995 0.34608
O -3.18785 -1.56529 0.35463
C -4.28649 -0.77078 0.26915
C -5.59485 -1.20956 0.41457
C -6.65419 -0.31473 0.41429
C -6.40239 1.03480 0.26965
Cl -7.70934 2.16707 0.30097
C -5.10910 1.49696 0.08606
C -4.05030 0.60382 0.06452
N -2.73895 1.05285 -0.11002
C -1.89966 0.45946 -1.05706
O -2.30079 -0.31774 -1.89372
N -0.60577 0.90303 -1.00215
C 0.03577 1.35320 0.21420
C 0.71562 0.17157 0.91423
N 1.69098 -0.41239 0.01756
C 2.55466 -1.39705 0.63880
C 3.93943 -1.41091 -0.02893
C 4.57738 -0.05848 0.09818
C 4.32494 0.92961 -0.84415
C 4.86469 2.19502 -0.70054
C 5.66708 2.48933 0.38860
C 5.92575 1.51067 1.33263
C 5.38105 0.24687 1.18846
C 1.03310 -0.90094 -1.17966
C 0.34604 0.26401 -1.89048
H -3.92794 -3.28383 -0.53518
H -2.36568 -3.38560 0.30908
H -3.87321 -3.30756 1.25384
H -5.80732 -2.25770 0.54850
H -7.66408 -0.67120 0.53672
H -4.92523 2.55187 -0.05045
H -2.59611 2.03736 0.06028
H -0.68355 1.81159 0.89071
H 0.79776 2.08969 -0.05937
H 1.22920 0.53058 1.80890
H -0.06251 -0.55474 1.21523
H 2.68605 -1.12342 1.68865
H 2.11595 -2.40877 0.60434
H 4.55187 -2.16929 0.46198
H 3.83763 -1.67944 -1.08085
H 3.70108 0.70201 -1.69509
H 4.66155 2.95503 -1.44152
H 6.09121 3.47651 0.50039
H 6.55321 1.73273 2.18375
H 5.58566 -0.51334 1.92985
H 1.77626 -1.34544 -1.84293
H 0.27318 -1.66739 -0.94165
H -0.19307 -0.09154 -2.76867
H 1.08866 1.01142 -2.18239
*
```

---

Question: What is the formula in the second record?
Answer: C9H42N4O11

---

Please write out number 2 again, unchanged.
ORCA calculation (ωB97M-V/def2-TZVPD) on a cluster of 11 separate species, C9H42N4O11 in total in a non-equilibrium geometry.

The structure (SMILES) is COC[C@H](C)N.COC[C@H](C)N.NC(N)=O.O.O.O.O.O.O.O.O. The HOMO energy is -9.008 eV. The calculation puts the total energy at -38497.2922 eV. The LUMO energy comes out at -0.05 eV.

ORCA input file:
```
! RIJCOSX wB97M-V def2-TZVPD def2/J DEFGRID3
* xyz 0 1
C -2.12296 2.87032 2.31915
O -1.67119 1.64291 2.84773
C -2.40967 0.57305 2.24230
C -2.03069 -0.83531 2.65228
C -0.63216 -1.24189 2.24064
N -3.07333 -1.75568 2.16605
H -3.21108 3.00072 2.31249
H -1.83582 2.98472 1.26845
H -1.67704 3.65836 2.91865
H -3.43868 0.80280 2.55510
H -2.37841 0.75398 1.16141
H -2.11349 -0.84234 3.74891
H -0.46897 -1.00425 1.19112
H -0.49439 -2.30903 2.44184
H 0.06084 -0.81293 2.96352
H -3.93700 -1.53186 2.65426
H -2.86413 -2.69644 2.48486
C 2.30566 2.01006 4.83725
O 2.08351 2.64541 3.60511
C 1.88990 1.75509 2.52228
C 1.57682 2.50392 1.24504
C 1.38026 1.63396 0.04205
N 2.63558 3.53073 1.03978
H 1.93837 0.97958 4.84352
H 1.78984 2.54124 5.63572
H 3.37482 1.98832 5.06276
H 2.82163 1.18780 2.38571
H 1.08550 1.06492 2.78667
H 0.68141 3.09025 1.48856
H 0.83503 0.69198 0.09708
H 2.35415 1.24816 -0.30483
H 1.09458 2.12276 -0.89360
H 2.40709 4.14103 0.26669
H 2.63606 4.05726 1.90619
N -3.39949 1.61854 -1.13867
C -2.40505 1.99946 -2.00571
N -1.41136 1.06837 -2.05483
O -2.43471 2.99281 -2.72048
H -4.21690 2.20048 -1.08436
H -3.41469 0.74516 -0.65472
H -1.47508 0.29653 -1.42343
H -0.74997 1.16027 -2.80625
O 2.56325 -1.37039 -4.99493
H 2.41715 -2.27511 -4.68252
H 1.78029 -0.88910 -4.69153
O -2.39597 -1.44625 -3.87768
H -3.31428 -1.72175 -3.77860
H -2.03366 -1.47551 -2.98483
O -0.65537 -3.67087 -0.98052
H -0.55301 -2.70263 -1.10193
H -0.62732 -4.04057 -1.86971
O 1.67104 -4.23717 -4.27848
H 2.17706 -3.92031 -3.50774
H 0.83317 -3.76006 -4.23798
O 0.42596 -1.25279 -1.56043
H 1.12754 -1.91183 -1.69328
H 0.63506 -0.54681 -2.19151
O 1.63615 -3.83153 1.04130
H 1.61737 -4.78179 0.88759
H 0.86531 -3.49992 0.56239
O 3.02904 -2.66879 -2.23133
H 3.74208 -2.12540 -2.59586
H 3.43629 -3.17186 -1.51124
O 0.75009 0.60810 -3.96882
H 0.79812 0.66504 -4.93426
H 0.98989 1.49609 -3.66441
*
```